No. 1
71
Properties=species:S:1:pos:R:3:forces:R:3 method="wB97M-V/def2-TZVPD" homo_energy_ha=-0.22876 homo_lumo_gap_ev=5.215 charge=0 relative_energy_kj_mol=0.0 e_tot_ev=-165563.1649
Cu 0.270 3.081 -2.166 0.03 0.09 -0.01
Se -0.538 -4.558 -4.288 0.02 0.00 0.05
N -1.589 -3.442 -3.377 -0.01 0.00 -0.04
C -0.948 -2.310 -3.275 0.01 0.00 0.02
C -1.488 -1.134 -2.600 0.00 -0.01 0.00
C -2.763 -1.107 -2.038 0.00 0.01 0.00
C -3.199 0.054 -1.438 0.00 -0.01 0.00
C -2.346 1.156 -1.418 0.01 0.01 -0.01
N -1.128 1.140 -1.934 -0.05 -0.03 -0.02
C -0.697 0.017 -2.517 0.02 0.01 -0.01
C 0.669 0.044 -3.080 -0.02 0.00 0.03
N 1.381 1.159 -2.879 0.01 -0.04 -0.04
C 2.601 1.227 -3.389 -0.01 0.02 0.02
C 3.180 0.195 -4.124 0.01 -0.02 0.00
C 2.461 -0.965 -4.318 -0.01 0.02 0.01
C 1.179 -1.055 -3.778 0.01 -0.02 -0.01
C 0.367 -2.264 -3.876 0.00 0.00 0.02
N 0.771 -3.359 -4.459 -0.03 0.00 -0.04
H -3.385 -1.991 -2.093 0.00 0.00 0.00
H -4.185 0.123 -0.998 0.00 0.00 0.00
H -2.656 2.094 -0.970 0.00 0.00 0.00
H 3.136 2.152 -3.207 0.00 0.00 -0.01
H 4.179 0.309 -4.523 0.00 0.00 0.00
H 2.866 -1.805 -4.866 0.00 0.00 0.00
C -0.117 4.528 -3.430 -0.01 -0.03 0.05
H -0.476 4.177 -4.404 0.00 -0.02 0.00
H 0.771 5.141 -3.624 0.00 0.01 -0.01
H -0.883 5.211 -3.042 0.00 0.02 -0.02
C -2.867 -0.298 3.971 -0.01 -0.01 0.01
C -1.775 0.609 3.380 -0.01 0.00 -0.01
C -1.322 1.557 4.497 0.01 -0.01 0.00
C -2.410 1.424 2.246 -0.02 0.01 -0.01
C -0.584 -0.269 2.868 0.01 0.00 0.02
O -0.182 -1.178 3.901 0.01 0.00 -0.01
C -0.988 -1.046 1.595 0.00 0.00 -0.03
C -0.302 -2.401 1.361 -0.01 -0.01 -0.02
C 1.155 -2.337 0.983 0.00 -0.01 0.03
C 1.520 -2.010 -0.319 0.01 0.01 0.00
C 2.850 -1.889 -0.691 -0.01 0.00 -0.01
C 3.833 -2.116 0.257 0.01 0.00 0.01
Cl 5.505 -1.962 -0.193 0.00 0.00 0.00
C 3.502 -2.471 1.555 0.00 0.00 -0.01
C 2.165 -2.581 1.908 0.00 0.00 0.00
C 0.741 0.510 2.687 -0.01 0.01 0.01
N 0.752 1.583 1.711 -0.04 -0.01 -0.02
C 0.886 1.505 0.384 0.03 0.01 0.00
N 0.792 2.705 -0.154 0.00 -0.01 0.04
C 0.613 3.512 0.923 -0.01 -0.01 -0.01
N 0.583 2.877 2.072 0.03 0.00 0.02
H -3.754 0.303 4.179 0.00 0.00 0.00
H -2.560 -0.737 4.923 -0.01 0.00 0.01
H -3.175 -1.100 3.296 0.00 0.01 0.01
H -2.200 2.009 4.963 0.00 0.00 0.00
H -0.696 2.363 4.119 0.00 0.01 -0.01
H -0.776 1.013 5.270 0.00 0.00 0.00
H -3.173 2.081 2.668 0.00 0.00 0.00
H -2.901 0.784 1.511 0.00 0.00 0.01
H -1.692 2.057 1.727 -0.01 0.00 0.00
H -0.952 -1.683 4.183 0.01 0.00 0.00
H -0.850 -0.405 0.718 0.01 0.00 0.00
H -2.061 -1.242 1.627 0.02 -0.01 0.01
H -0.846 -2.896 0.552 0.01 0.00 0.00
H -0.417 -3.029 2.245 -0.01 0.01 0.00
H 0.744 -1.849 -1.058 -0.01 0.00 -0.01
H 3.123 -1.628 -1.704 0.00 0.01 -0.01
H 4.285 -2.654 2.279 0.00 0.00 0.00
H 1.900 -2.836 2.927 0.00 0.00 0.00
H 1.511 -0.203 2.403 0.01 -0.01 0.00
H 1.025 0.945 3.641 0.00 0.00 0.00
H 1.063 0.583 -0.144 0.01 0.00 0.00
H 0.504 4.580 0.844 0.00 0.00 0.00



No. 2
105
Properties=species:S:1:pos:R:3:forces:R:3 method="wB97M-V/def2-TZVPD" homo_energy_ha="-0.17764 / -0.28119" homo_lumo_gap_ev="4.382 / 7.078" multiplicity=6 charge=0 e_tot_ev=-255413.8300
Fe 0.228 0.573 -0.232 -0.66 0.73 1.21
Se -3.919 7.498 -0.295 0.28 -0.41 -0.01
N -3.244 6.460 0.990 0.34 -0.59 0.18
C -2.624 5.439 0.415 -0.83 1.39 0.41
C -1.958 4.404 1.138 0.37 -0.60 0.86
C -1.858 4.424 2.524 -0.06 0.00 -0.66
C -1.201 3.392 3.165 0.26 -0.31 0.14
C -0.694 2.347 2.394 0.00 0.10 0.29
N -0.744 2.297 1.078 0.49 -0.67 -0.48
C -1.351 3.326 0.414 -0.18 0.39 -0.75
C -1.347 3.325 -1.001 -0.20 0.38 0.93
N -0.696 2.317 -1.660 0.62 -1.10 0.45
C -0.644 2.367 -2.977 -0.05 0.11 -0.52
C -1.236 3.359 -3.755 0.32 -0.49 -0.25
C -1.923 4.375 -3.118 -0.15 0.22 0.95
C -1.980 4.385 -1.730 0.33 -0.57 -1.12
C -2.640 5.429 -1.013 -0.88 1.37 -0.30
N -3.278 6.442 -1.583 0.37 -0.63 -0.22
H -2.303 5.244 3.066 -0.03 0.10 0.06
H -1.099 3.378 4.239 0.01 -0.11 0.08
H -0.238 1.492 2.872 0.08 -0.09 0.07
H -0.092 1.570 -3.459 0.00 -0.03 -0.07
H -1.154 3.328 -4.829 0.04 -0.07 -0.06
H -2.411 5.172 -3.657 -0.02 0.07 -0.09
C 2.145 -2.162 3.602 -0.56 0.15 -0.14
Si 0.357 -1.491 3.743 0.30 -0.28 0.65
C -0.537 -2.718 4.918 0.10 0.36 -0.54
C 0.574 0.084 4.819 -0.20 -0.29 -0.52
Si -0.728 -1.352 1.576 0.15 0.36 -0.39
Si -0.814 -3.678 0.851 -0.22 -0.43 -0.14
C 0.810 -4.270 0.021 -0.41 0.38 0.31
C -1.233 -4.999 2.180 0.19 0.57 -0.21
C -2.196 -3.909 -0.445 0.40 0.35 0.30
Si -3.045 -0.724 1.894 -0.47 -0.31 0.11
C -3.819 -0.473 0.164 0.29 -0.06 0.43
C -3.495 0.835 2.911 0.40 -0.46 -0.32
C -3.962 -2.175 2.750 0.31 0.43 -0.29
H 2.551 -2.429 4.572 -0.07 -0.02 0.29
H 2.803 -1.415 3.175 0.16 0.24 -0.15
H 2.191 -3.047 2.977 0.01 -0.25 -0.18
H -0.039 -2.795 5.882 0.23 0.14 0.10
H -0.565 -3.712 4.489 -0.04 -0.21 -0.10
H -1.562 -2.415 5.109 -0.23 0.08 0.00
H 0.988 -0.170 5.793 0.07 -0.25 0.07
H -0.368 0.591 5.000 -0.22 0.15 0.01
H 1.258 0.789 4.357 0.13 0.20 -0.12
H 1.641 -4.256 0.719 0.19 0.06 0.16
H 1.073 -3.646 -0.827 0.05 0.19 -0.15
H 0.716 -5.288 -0.345 -0.18 -0.25 -0.03
H -0.371 -5.255 2.788 0.19 -0.02 0.15
H -1.596 -5.918 1.725 0.02 -0.07 -0.27
H -2.016 -4.644 2.843 -0.15 0.10 0.16
H -2.204 -3.085 -1.147 -0.01 0.13 -0.06
H -3.175 -3.945 0.022 -0.20 0.00 0.16
H -2.071 -4.821 -1.022 0.12 -0.25 -0.01
H -3.300 0.320 -0.371 0.11 0.19 -0.08
H -4.870 -0.200 0.217 -0.18 0.07 0.14
H -3.748 -1.378 -0.428 0.07 -0.26 -0.14
H -3.324 1.737 2.334 0.06 0.19 -0.12
H -2.906 0.910 3.819 0.13 0.03 0.20
H -4.542 0.830 3.205 -0.18 -0.20 -0.07
H -3.928 -3.072 2.141 0.05 -0.21 -0.13
H -5.007 -1.948 2.940 -0.22 0.17 -0.05
H -3.512 -2.410 3.709 0.17 -0.05 0.18
Br -3.289 -4.372 -4.369 0.21 0.24 0.09
C -1.961 -3.142 -3.785 -0.08 0.02 0.05
C -2.343 -1.919 -3.245 -0.17 -0.27 -0.23
C -1.381 -1.051 -2.774 0.42 0.17 0.04
C -0.025 -1.382 -2.867 -0.78 -0.80 -0.27
C 0.337 -2.625 -3.412 -0.02 0.34 0.14
C -0.623 -3.505 -3.858 -0.33 -0.11 -0.08
H -3.389 -1.655 -3.172 -0.02 -0.03 -0.01
H -1.674 -0.102 -2.342 -0.05 0.03 -0.03
H 1.385 -2.870 -3.498 0.08 -0.07 0.04
H -0.342 -4.466 -4.264 0.01 -0.02 -0.02
C 4.844 1.865 -2.741 -0.61 -0.42 -0.04
Si 3.680 0.571 -3.518 0.96 0.18 -0.58
C 3.113 1.274 -5.195 0.12 -0.35 0.67
C 4.672 -1.058 -3.675 -0.54 0.58 0.02
C 2.112 0.095 -2.634 -0.89 -0.25 0.30
C 1.041 -0.499 -2.560 1.44 0.91 -0.14
H 5.657 2.070 -3.435 0.02 -0.09 -0.20
H 5.300 1.529 -1.814 0.03 -0.07 0.15
H 4.341 2.809 -2.552 -0.12 0.14 0.03
H 3.946 1.376 -5.883 0.25 -0.02 -0.07
H 2.676 2.259 -5.066 -0.09 0.20 0.12
H 2.367 0.646 -5.667 -0.16 -0.20 -0.08
H 5.524 -0.951 -4.341 0.11 0.18 -0.13
H 4.059 -1.867 -4.059 -0.17 -0.12 -0.08
H 5.057 -1.372 -2.710 0.02 0.00 0.24
C 2.586 3.034 0.223 -0.03 -0.47 0.23
C 2.644 2.020 1.359 -0.14 0.47 0.15
O 2.386 0.692 0.916 -0.36 -0.17 -0.33
C 3.547 0.020 0.433 0.15 -0.37 -0.15
C 3.212 -1.432 0.145 -0.10 0.43 0.17
H 2.513 4.037 0.633 -0.03 0.13 -0.04
H 1.698 2.831 -0.383 -0.01 0.23 -0.05
H 3.468 2.971 -0.407 0.09 0.03 -0.14
H 1.860 2.236 2.087 0.14 0.02 -0.02
H 3.616 2.052 1.866 -0.11 -0.06 0.02
H 4.337 0.092 1.197 -0.13 0.04 -0.13
H 3.903 0.508 -0.481 0.01 0.07 0.09
H 2.967 -1.956 1.061 -0.05 -0.10 0.05
H 4.061 -1.915 -0.330 0.12 -0.10 -0.08
H 2.358 -1.480 -0.528 0.03 -0.14 0.00



No. 3
10
Properties=species:S:1:pos:R:3:forces:R:3 method="wB97M-V/def2-TZVPD" homo_energy_ha=-0.33765 homo_lumo_gap_ev=10.040 charge=0 relative_energy_kj_mol=70.7 e_tot_ev=-15052.6994 smiles=OCCS
C 1.037 0.194 -0.403 -1.09 -0.80 3.90
C -0.374 -0.326 -0.651 -0.85 -2.33 -0.67
H 2.080 1.710 -0.531 -0.17 -0.02 -0.83
H 0.856 0.551 0.712 1.40 -0.35 -1.82
H 1.757 -0.620 -0.423 -0.27 -0.62 0.54
H -0.285 -1.394 -1.072 -0.44 1.62 0.49
H -1.065 0.248 -1.294 0.70 0.00 0.35
H -2.060 -1.481 0.923 0.78 0.83 -0.15
O 1.578 1.170 -1.165 0.46 2.42 -0.89
S -1.118 -0.474 1.083 -0.51 -0.76 -0.92